ORCA calculation (ωB97M-V with the def2-TZVPD basis set) on a structure of composition C11H18BF2NO8S2Ta.

```
44
C11H18BF2NO8S2Ta (ωB97M-V with the def2-TZVPD basis set)
Ta -1.20 0.26 -0.07
C 3.32 0.04 -0.78
O 2.03 -0.52 -0.93
C 2.06 -1.89 -1.25
C 0.66 -2.45 -1.06
O -0.35 -1.54 -1.50
C -0.32 -1.21 -2.90
C -1.15 0.04 -3.06
O -0.70 0.99 -2.08
C 0.29 1.92 -2.52
H 3.88 -0.47 0.01
H 3.89 -0.03 -1.72
H 3.19 1.08 -0.51
H 2.43 -2.03 -2.27
H 2.74 -2.44 -0.58
H 0.55 -3.40 -1.59
H 0.45 -2.60 -0.01
H 0.71 -1.04 -3.22
H -0.75 -2.04 -3.48
H -1.05 0.47 -4.06
H -2.20 -0.14 -2.84
H -0.05 2.40 -3.43
H 0.41 2.66 -1.74
H 1.24 1.40 -2.68
O -0.04 -0.77 1.34
N 0.28 -0.13 2.48
C 0.42 -0.88 3.59
C 0.81 -0.30 4.77
C 1.04 1.08 4.79
C 0.87 1.82 3.64
C 0.47 1.21 2.45
S 0.18 2.04 0.97
H 0.20 -1.92 3.45
H 0.90 -0.91 5.65
H 1.34 1.57 5.71
H 1.03 2.89 3.63
O -3.00 -0.78 -0.75
S -3.76 -0.47 0.53
O -4.80 -1.37 0.87
O -2.60 -0.39 1.50
O -4.26 0.95 0.36
F -3.18 2.15 -1.41
B -3.00 1.81 -0.06
F -2.99 2.92 0.75
```

## Properties
Electronic energy ... -2164.71081 Eh
E_HOMO (spin up / spin down) ... -6.41 / -6.96 eV
Max |F| ... 0.44 eV/Å
Charge ... 0
Expectation value of S² ... 0.7532
Relative energy (zero: lowest compared OMol25 entry of this formula, charge and spin) ... 53.9 kcal/mol
Spin multiplicity ... 2
Gap between HOMO and LUMO (spin up / spin down) ... 6.38 / 6.92 eV

Let us look at the Löwdin charges, expressed in e, one per atom: number 1, Ta, carries 1.526; number 2, C, carries -0.089; number 3, O, carries -0.225; number 4, C, carries -0.211; number 5, C, carries -0.142; number 6, O, carries -0.235; number 7, C, carries -0.138; number 8, C, carries -0.136; number 9, O, carries -0.364; number 10, C, carries -0.039; number 11, H, carries 0.094; number 12, H, carries 0.094; number 13, H, carries 0.085; number 14, H, carries 0.125; number 15, H, carries 0.134; number 16, H, carries 0.138; number 17, H, carries 0.117; number 18, H, carries 0.125; number 19, H, carries 0.146; number 20, H, carries 0.142; number 21, H, carries 0.126; number 22, H, carries 0.106; number 23, H, carries 0.070; number 24, H, carries 0.094; number 25, O, carries -0.295; number 26, N, carries -0.168; number 27, C, carries 0.000; number 28, C, carries -0.044; number 29, C, carries -0.052; number 30, C, carries -0.065; number 31, C, carries -0.601; number 32, S, carries 0.733; number 33, H, carries 0.144; number 34, H, carries 0.111; number 35, H, carries 0.114; number 36, H, carries 0.113; number 37, O, carries -0.405; number 38, S, carries 0.452; number 39, O, carries -0.227; number 40, O, carries -0.401; number 41, O, carries -0.122; number 42, F, carries 0.061; number 43, B, carries -0.978; number 44, F, carries 0.086


ORCA calculation (ωB97M-V with the def2-TZVPD basis set) on the molecule C4H10OSi.

```
16
C4H10OSi (ωB97M-V with the def2-TZVPD basis set)
C -0.70 0.51 -0.22
C -1.21 2.01 -0.15
C 0.30 -1.52 -1.34
C -0.38 -0.22 -1.32
O -0.42 0.04 1.03
Si 0.78 -0.32 2.04
H -0.41 2.50 0.47
H -2.17 2.04 0.38
H -1.36 2.43 -1.13
H -0.42 -2.31 -0.96
H 0.72 -1.66 -2.27
H 1.04 -1.65 -0.46
H -0.79 0.11 -2.18
H 0.99 0.99 2.95
H 1.85 -0.90 1.29
H 0.31 -1.35 3.03
```

## Properties
Electronic energy ... -523.09393 Eh
E_HOMO ... -8.52 eV
Max |F| ... 4.59 eV/Å
Charge ... 0
Relative energy (zero: lowest compared OMol25 entry of this formula, charge and spin) ... 34.8 kcal/mol
Gap between HOMO and LUMO ... 9.45 eV

Let us look at the Löwdin charges, expressed in e, one per atom: number 1, C, carries -0.352; number 2, C, carries -0.007; number 3, C, carries -0.098; number 4, C, carries -0.125; number 5, O, carries -0.299; number 6, Si, carries 0.569; number 7, H, carries 0.091; number 8, H, carries 0.070; number 9, H, carries 0.059; number 10, H, carries 0.102; number 11, H, carries 0.045; number 12, H, carries 0.057; number 13, H, carries 0.062; number 14, H, carries -0.033; number 15, H, carries -0.076; number 16, H, carries -0.066


ORCA calculation (ωB97M-V with the def2-TZVPD basis set) on a structure of composition C27H31B3Br63ClI2O3.

```
130
C27H31B3Br63ClI2O3 (ωB97M-V with the def2-TZVPD basis set)
C 2.16 -0.26 -1.69
C 1.24 0.91 -1.80
I -0.62 0.45 -2.64
C 1.54 2.17 -1.44
I 3.52 2.52 -0.78
B 0.69 3.48 -1.41
O 1.02 4.42 -0.46
B 0.14 5.46 -0.34
O -1.20 5.22 -0.58
B -1.43 4.34 -1.62
C -2.92 4.01 -1.96
C -3.72 3.66 -0.71
C -5.08 3.04 -1.02
Cl -2.77 2.56 0.38
O -0.33 3.81 -2.28
H 2.48 -0.34 -0.65
H 3.03 -0.12 -2.33
H 1.64 -1.17 -1.93
H 0.50 6.57 -0.09
H -3.03 3.25 -2.74
H -3.38 4.93 -2.33
H -3.86 4.56 -0.13
H -5.87 3.71 -0.68
H -5.23 2.89 -2.08
H -5.22 2.09 -0.52
C 6.75 3.90 -2.88
Br 7.38 3.29 -1.16
Br 8.13 4.87 -3.81
Br 6.02 2.47 -3.93
H 5.95 4.60 -2.69
C -6.06 -1.54 -3.43
Br -6.33 -3.26 -4.25
Br -4.21 -1.00 -3.52
Br -7.20 -0.20 -4.19
H -6.32 -1.64 -2.38
C 7.72 1.04 2.05
Br 9.60 1.18 2.42
Br 7.19 -0.79 1.75
Br 6.66 1.86 3.43
H 7.53 1.57 1.14
C 3.84 -0.62 3.92
Br 3.64 -2.53 3.92
Br 2.74 0.21 2.58
Br 3.54 0.15 5.66
H 4.87 -0.41 3.66
C 1.24 0.80 -5.90
Br 1.89 -0.95 -6.34
Br 2.54 1.83 -4.92
Br 0.59 1.74 -7.45
H 0.39 0.67 -5.24
C -3.69 -4.21 -0.94
Br -2.81 -5.76 -1.68
Br -4.96 -4.68 0.43
Br -2.42 -2.92 -0.30
H -4.24 -3.75 -1.74
C -2.26 0.87 -10.92
Br -4.15 1.12 -11.21
Br -1.36 2.55 -10.65
Br -1.92 -0.37 -9.50
H -1.85 0.44 -11.83
C 4.08 -4.65 7.17
Br 5.96 -4.53 7.58
Br 3.55 -6.47 6.85
Br 3.02 -3.81 8.53
H 3.93 -4.10 6.26
C 3.05 4.13 3.42
Br 3.82 4.71 5.09
Br 1.15 3.87 3.56
Br 3.51 5.32 1.99
H 3.49 3.17 3.19
C -7.71 -7.14 -2.95
Br -5.88 -6.97 -2.37
Br -8.17 -8.98 -3.30
Br -8.92 -6.32 -1.71
H -7.80 -6.61 -3.89
C -7.18 2.48 -7.80
Br -8.50 2.44 -6.39
Br -6.45 4.24 -8.03
Br -5.80 1.17 -7.54
H -7.71 2.21 -8.71
C 6.41 -5.18 11.27
Br 8.31 -5.29 11.57
Br 5.66 -6.89 10.82
Br 5.50 -4.38 12.76
H 6.26 -4.54 10.42
C 4.93 8.66 -0.14
Br 5.39 9.90 -1.54
Br 5.13 6.84 -0.72
Br 5.93 9.00 1.47
H 3.89 8.81 0.09
C -9.72 -0.75 -8.39
Br -9.36 0.57 -9.75
Br -11.40 -1.63 -8.70
Br -8.27 -2.00 -8.23
H -9.79 -0.22 -7.45
C -5.92 8.75 -8.33
Br -4.98 7.23 -9.04
Br -7.26 8.21 -7.06
Br -4.71 10.05 -7.59
H -6.43 9.22 -9.16
C -6.59 -7.33 3.38
Br -6.88 -9.03 2.52
Br -4.73 -6.85 3.39
Br -7.67 -5.95 2.58
H -6.91 -7.43 4.40
C 8.43 4.45 -7.67
Br 8.56 5.87 -8.96
Br 6.73 3.56 -7.75
Br 9.89 3.21 -7.83
H 8.51 4.90 -6.69
C -7.68 -6.16 7.51
Br -7.99 -7.90 6.73
Br -5.81 -5.71 7.46
Br -8.76 -4.81 6.67
H -7.97 -6.22 8.54
C 9.10 -1.30 5.47
Br 10.98 -1.16 5.85
Br 8.57 -3.12 5.15
Br 8.03 -0.48 6.84
H 8.92 -0.75 4.55
C 3.04 0.04 10.32
Br 3.81 -1.54 11.09
Br 4.32 1.04 9.29
Br 1.47 -0.36 9.28
H 2.72 0.68 11.13
C 3.16 -10.15 11.03
Br 2.70 -12.00 10.85
Br 2.14 -9.04 9.83
Br 3.01 -9.55 12.85
H 4.20 -10.05 10.75
```

## Properties
Electronic energy ... -164566.23216 Eh
E_HOMO ... -9.01 eV
Max |F| ... 1.05 eV/Å
Charge ... 0
Gap between HOMO and LUMO ... 8.49 eV

These are the Löwdin partial charges, in e, on atoms 1 to 99: number 1, C, carries -0.205; number 2, C, carries -0.810; number 3, I, carries 1.054; number 4, C, carries -0.566; number 5, I, carries 0.999; number 6, B, carries -0.743; number 7, O, carries 0.176; number 8, B, carries -0.360; number 9, O, carries 0.253; number 10, B, carries -0.611; number 11, C, carries -0.087; number 12, C, carries -0.683; number 13, C, carries -0.107; number 14, Cl, carries 0.648; number 15, O, carries 0.255; number 16, H, carries 0.041; number 17, H, carries 0.059; number 18, H, carries 0.049; number 19, H, carries 0.125; number 20, H, carries 0.107; number 21, H, carries 0.132; number 22, H, carries 0.097; number 23, H, carries 0.078; number 24, H, carries 0.071; number 25, H, carries 0.058; number 26, C, carries -1.630; number 27, Br, carries 0.565; number 28, Br, carries 0.625; number 29, Br, carries 0.546; number 30, H, carries -0.068; number 31, C, carries -1.625; number 32, Br, carries 0.584; number 33, Br, carries 0.547; number 34, Br, carries 0.550; number 35, H, carries -0.024; number 36, C, carries -1.612; number 37, Br, carries 0.622; number 38, Br, carries 0.619; number 39, Br, carries 0.613; number 40, H, carries -0.098; number 41, C, carries -1.634; number 42, Br, carries 0.620; number 43, Br, carries 0.580; number 44, Br, carries 0.561; number 45, H, carries -0.120; number 46, C, carries -1.648; number 47, Br, carries 0.581; number 48, Br, carries 0.601; number 49, Br, carries 0.561; number 50, H, carries -0.136; number 51, C, carries -1.636; number 52, Br, carries 0.555; number 53, Br, carries 0.530; number 54, Br, carries 0.561; number 55, H, carries -0.075; number 56, C, carries -1.634; number 57, Br, carries 0.561; number 58, Br, carries 0.559; number 59, Br, carries 0.559; number 60, H, carries -0.031; number 61, C, carries -1.614; number 62, Br, carries 0.585; number 63, Br, carries 0.571; number 64, Br, carries 0.560; number 65, H, carries -0.110; number 66, C, carries -1.635; number 67, Br, carries 0.570; number 68, Br, carries 0.590; number 69, Br, carries 0.543; number 70, H, carries -0.082; number 71, C, carries -1.641; number 72, Br, carries 0.530; number 73, Br, carries 0.578; number 74, Br, carries 0.561; number 75, H, carries -0.039; number 76, C, carries -1.640; number 77, Br, carries 0.560; number 78, Br, carries 0.555; number 79, Br, carries 0.545; number 80, H, carries -0.131; number 81, C, carries -1.657; number 82, Br, carries 0.587; number 83, Br, carries 0.555; number 84, Br, carries 0.562; number 85, H, carries -0.097; number 86, C, carries -1.639; number 87, Br, carries 0.585; number 88, Br, carries 0.545; number 89, Br, carries 0.585; number 90, H, carries -0.028; number 91, C, carries -1.633; number 92, Br, carries 0.627; number 93, Br, carries 0.590; number 94, Br, carries 0.570; number 95, H, carries -0.058; number 96, C, carries -1.643; number 97, Br, carries 0.546; number 98, Br, carries 0.568; number 99, Br, carries 0.576


ORCA calculation (ωB97M-V with the def2-TZVPD basis set) on the molecule C5H8O2.

```
15
C5H8O2 (ωB97M-V with the def2-TZVPD basis set)
C -2.21 0.08 -0.80
C -1.08 -0.48 0.07
C 0.25 0.21 -0.22
C 1.42 -0.39 0.50
O 1.40 -1.44 1.12
C 2.74 0.37 0.44
O 2.83 1.51 0.05
H -2.31 1.16 -0.67
H -3.17 -0.38 -0.54
H -2.02 -0.12 -1.86
H -0.97 -1.56 -0.09
H -1.33 -0.35 1.13
H 0.49 0.16 -1.29
H 0.22 1.28 0.01
H 3.61 -0.21 0.81
```

## Properties
Electronic energy ... -345.77650 Eh
E_HOMO ... -9.83 eV
Max |F| ... 0.70 eV/Å
Charge ... 0
Relative energy (zero: lowest compared OMol25 entry of this formula, charge and spin) ... 17.9 kcal/mol
Gap between HOMO and LUMO ... 9.41 eV

Let us look at the Löwdin charges, expressed in e, one per atom: number 1, C, carries -0.116; number 2, C, carries -0.259; number 3, C, carries -0.147; number 4, C, carries -0.355; number 5, O, carries 0.111; number 6, C, carries -0.165; number 7, O, carries 0.082; number 8, H, carries 0.074; number 9, H, carries 0.070; number 10, H, carries 0.074; number 11, H, carries 0.113; number 12, H, carries 0.117; number 13, H, carries 0.141; number 14, H, carries 0.129; number 15, H, carries 0.131